Record 1
{"formula": "C45H60BrClGe3NP2Sn", "method": "ωB97M-V with the def2-TZVPD basis set", "species": ["Sn", "Br", "Ge", "Ge", "Ge", "Cl", "P", "P", "N", "C", "C", "C", "C", "C", "C", "C", "C", "C", "C", "C", "C", "C", "C", "C", "C", "C", "C", "C", "C", "C", "C", "C", "C", "C", "C", "C", "C", "C", "C", "C", "C", "C", "C", "C", "C", "C", "C", "C", "C", "C", "C", "C", "C", "C", "H", "H", "H", "H", "H", "H", "H", "H", "H", "H", "H", "H", "H", "H", "H", "H", "H", "H", "H", "H", "H", "H", "H", "H", "H", "H", "H", "H", "H", "H", "H", "H", "H", "H", "H", "H", "H", "H", "H", "H", "H", "H", "H", "H", "H", "H", "H", "H", "H", "H", "H", "H", "H", "H", "H", "H", "H", "H", "H", "H"], "positions_angstrom": [[0.339, 0.321, -0.986], [-2.364, 0.198, -0.755], [3.874, -1.818, -2.580], [0.273, -0.529, -3.624], [2.045, 3.159, -1.299], [4.339, -0.316, -1.033], [-1.479, 1.382, 4.840], [-0.613, -1.176, 3.986], [-1.940, -0.041, 4.084], [3.396, 2.868, -2.788], [-1.389, 3.974, 3.938], [-1.287, 4.743, 1.607], [-1.123, -2.299, 5.403], [2.349, 1.530, -7.716], [-1.131, -2.361, 2.755], [-1.950, -3.955, 0.547], [-2.278, -3.233, 2.857], [-2.573, -4.038, 1.757], [-1.816, -2.487, -4.139], [-5.295, 2.139, 7.336], [-2.663, -3.055, 7.103], [0.389, 2.343, -1.913], [-2.210, 1.013, -4.395], [-0.473, -2.313, 1.541], [-0.869, -3.110, 0.417], [-1.343, 5.035, 3.028], [-3.124, -0.159, 3.275], [1.354, -0.893, -6.901], [-0.741, 0.750, -4.768], [2.140, -0.490, -4.555], [2.014, -0.066, -5.975], [-1.374, 3.408, 1.233], [-2.384, -2.296, 5.996], [2.748, 2.492, 0.444], [-1.706, -3.743, 7.782], [-1.322, 2.380, 2.182], [2.601, -3.104, -1.833], [-3.044, 1.404, 6.989], [-0.435, -3.799, 7.218], [1.315, -0.578, -8.260], [6.559, -1.311, -3.182], [-0.130, -2.986, 6.130], [-0.379, -2.353, -3.875], [3.322, -0.925, -4.159], [2.850, -3.429, -0.376], [-1.445, 2.680, 3.537], [2.405, 1.233, -6.373], [-3.020, 1.849, 5.682], [2.000, 5.124, -0.949], [1.831, 0.639, -8.718], [-4.157, 2.556, 5.239], [-4.161, 1.515, 7.800], [-5.289, 2.714, 6.058], [5.587, -2.459, -3.107], [3.322, 3.350, 0.790], [0.865, -1.770, -6.598], [1.371, 5.305, -0.063], [-2.096, 1.072, 7.362], [-2.850, 0.219, -4.811], [7.548, -1.640, -3.529], [-0.090, 1.653, -4.711], [4.216, -0.871, -4.842], [-6.176, 2.171, 7.984], [-2.050, -1.903, -5.058], [3.338, -2.645, 0.171], [2.691, -4.092, -2.418], [-6.180, 3.283, 5.689], [0.917, -2.877, 5.751], [-2.577, 1.908, -4.922], [-3.214, -1.645, 5.579], [3.683, 1.863, -2.967], [2.854, 3.264, -3.629], [1.585, -2.726, -1.958], [3.043, 5.448, -0.619], [2.969, 1.977, -5.683], [3.411, 1.634, 0.397], [1.880, -3.682, 0.112], [-1.544, 3.235, 0.179], [6.262, -0.452, -3.805], [-3.586, 0.841, 3.032], [-0.697, 0.405, -5.783], [-4.235, 1.054, 8.739], [-1.308, 5.594, 0.915], [0.165, -2.684, -4.775], [-1.979, -4.312, 8.686], [-1.219, 6.042, 3.214], [-2.924, -0.634, 2.340], [-2.891, -3.189, 3.682], [1.864, 0.851, -9.797], [5.915, -3.283, -2.405], [1.511, 5.605, -1.837], [-2.508, -2.013, -3.415], [-2.261, -4.709, -0.182], [0.234, -1.592, 1.402], [0.318, 2.171, -2.995], [-0.340, -2.969, -0.457], [5.477, -2.871, -4.108], [1.811, 2.343, 1.082], [-3.639, -3.018, 7.524], [4.195, 3.480, -2.474], [2.716, 2.459, -8.212], [-2.476, 1.130, -3.352], [-2.195, -3.493, -4.331], [0.336, -4.279, 7.777], [-1.477, 4.170, 5.047], [-4.230, 3.213, 4.231], [3.522, -4.259, -0.205], [-1.375, 1.322, 1.916], [-3.401, -4.673, 1.908], [-3.859, -0.794, 3.852], [0.144, -2.980, -3.169], [0.923, -1.264, -8.953], [-0.590, 2.944, -1.624], [6.659, -0.819, -2.174]], "forces_ev_per_a": [[-0.10, -0.27, -0.50], [-0.02, -0.06, 0.07], [-1.03, 0.17, 0.50], [0.63, 0.67, 0.99], [0.82, -0.26, -0.45], [-0.17, -0.22, 0.04], [0.42, 0.89, -0.18], [-0.53, -0.47, 1.67], [1.03, -0.05, -0.74], [-1.99, 0.48, 1.22], [-0.53, 2.71, 1.70], [-0.77, 0.01, 2.68], [0.77, 0.69, 1.43], [-0.33, 0.36, -3.21], [-1.86, -0.97, -1.08], [1.08, -0.94, -0.65], [2.95, 0.77, -2.77], [-0.75, 1.07, 2.28], [-2.47, 0.77, -0.56], [-0.62, 0.30, -0.49], [-0.76, 0.62, 0.50], [-2.08, 1.14, 0.63], [-0.39, 0.24, -1.02], [-2.37, -2.36, -0.92], [-0.58, 0.78, 2.81], [0.74, -2.63, -2.79], [-1.84, 0.32, 0.76], [0.96, 1.42, -0.62], [0.31, 0.27, 0.83], [-1.54, -0.30, -0.63], [-0.69, 0.90, 0.09], [0.20, 0.39, -0.40], [-1.13, 1.17, -1.58], [-1.46, 0.39, -0.03], [0.59, -1.48, 0.00], [-0.98, -0.14, 0.00], [0.47, -1.41, -0.73], [0.08, 0.17, 0.32], [-0.02, 1.14, 0.57], [0.73, 1.46, 0.64], [1.08, 1.18, 1.19], [0.68, -0.21, -1.35], [2.24, -0.36, -1.27], [1.22, 0.17, -0.32], [-0.76, -0.46, 0.84], [0.62, -1.60, -0.84], [1.63, 0.32, 0.50], [-0.93, 0.72, -0.05], [0.16, -0.17, 0.18], [0.27, -0.22, 1.67], [-0.90, 2.05, -1.90], [-0.22, 0.03, -0.88], [-0.10, 0.06, -0.20], [0.62, -1.20, 0.51], [-0.02, 0.05, 0.39], [-0.29, -1.23, 0.62], [-0.01, -0.11, -0.33], [0.17, -0.69, 0.42], [0.25, -0.01, 0.32], [-0.15, 0.14, 0.13], [-0.71, -0.39, -0.24], [-1.01, 0.10, 0.23], [0.24, 0.14, -0.34], [0.17, -0.44, 0.31], [-0.21, 0.77, 0.30], [-0.26, 1.53, 0.45], [1.01, -0.59, 0.34], [-0.89, -0.37, 0.50], [0.19, 0.03, 0.15], [1.16, -0.93, 0.47], [0.23, -0.92, 0.00], [0.15, 0.31, -0.61], [0.24, 0.08, -0.10], [-1.29, -0.06, -1.04], [-1.32, -1.56, -0.98], [-0.40, -0.15, 0.10], [0.78, 0.19, -0.08], [0.36, -0.61, 0.00], [-0.23, -0.56, -0.15], [0.49, -0.99, 0.45], [0.07, -0.11, -0.65], [0.40, -0.42, 1.30], [0.07, -0.62, 0.09], [-0.22, 0.05, -0.14], [0.34, 0.34, -0.50], [-0.04, 1.92, 1.27], [0.11, -0.34, -0.71], [-1.14, -0.31, 1.78], [-0.01, 0.16, 0.70], [-0.05, 0.90, -0.82], [0.94, 0.08, 0.83], [0.58, -0.34, 0.13], [0.23, 0.69, -0.26], [2.19, 1.65, -0.41], [0.34, 0.48, 0.51], [0.91, 0.12, -1.93], [-0.16, -0.38, -0.04], [1.51, 0.00, -0.47], [-0.77, 0.09, 0.16], [1.26, 0.70, -0.13], [-0.12, -0.42, 1.21], [0.39, -0.08, 0.23], [0.21, -0.17, 0.13], [0.59, -0.40, 0.06], [0.20, 0.06, -1.27], [0.63, -2.09, 2.15], [0.10, -0.54, -0.33], [0.09, 0.39, -0.43], [-0.89, -0.84, -0.20], [0.23, 0.71, -0.82], [-0.70, -0.33, 0.82], [-0.62, -0.85, -0.72], [2.04, -1.18, -0.46], [0.22, -0.68, -0.87]], "lowdin_charge": [0.52, -0.08, 0.58, 0.79, 0.69, 0.28, 0.96, 1.01, -0.57, -0.20, -0.15, -0.07, -0.36, -0.10, -0.38, -0.08, -0.05, -0.10, -0.20, -0.11, -0.12, -0.58, -0.18, -0.13, -0.07, -0.06, -0.17, -0.05, -0.38, -0.32, -0.28, -0.09, -0.12, -0.27, -0.11, -0.09, -0.35, -0.13, -0.10, -0.09, -0.24, -0.10, -0.42, -0.25, -0.19, -0.40, -0.05, -0.38, -0.24, -0.09, -0.09, -0.10, -0.10, -0.40, 0.00, 0.08, -0.01, 0.08, 0.05, 0.07, 0.05, 0.08, 0.10, 0.07, 0.02, 0.10, 0.11, 0.11, 0.06, 0.11, -0.04, -0.01, -0.01, 0.03, 0.13, -0.07, 0.07, 0.06, 0.06, 0.09, 0.04, 0.08, 0.10, 0.05, 0.11, 0.06, 0.03, 0.06, 0.09, 0.09, 0.02, 0.06, 0.11, 0.00, -0.08, 0.05, 0.06, 0.02, 0.09, -0.01, 0.10, -0.02, 0.06, 0.09, 0.12, 0.16, 0.06, 0.05, 0.09, 0.08, 0.02, 0.08, 0.01, 0.04], "relative_energy_kcal_mol": 9.0, "homo_energy_ev": -4.028, "fmax_ev_per_a": 4.1, "homo_lumo_gap_ev": 6.41, "total_charge": -1}

---

Record 2
{"formula": "C4H6FKO4", "method": "ωB97M-V with the def2-TZVPD basis set", "species": ["K", "F", "O", "O", "O", "O", "C", "C", "C", "C", "H", "H", "H", "H", "H", "H"], "positions_angstrom": [[0.755, -1.103, 5.978], [1.564, -0.709, 0.122], [-0.464, -1.010, 3.702], [0.742, -0.010, 2.103], [-1.124, -1.038, 1.573], [0.602, 1.393, -2.329], [-0.781, -0.310, 0.372], [-0.275, -0.748, 2.534], [0.074, 0.810, -3.446], [0.638, 0.158, 0.639], [0.220, -0.302, -3.489], [0.519, 1.189, -4.405], [-1.029, 0.953, -3.569], [-0.840, -1.003, -0.470], [-1.472, 0.527, 0.249], [0.870, 1.203, 0.436]], "forces_ev_per_a": [[-0.15, 0.04, -0.36], [-0.55, 0.65, 0.27], [0.43, -0.49, 0.58], [-0.02, -0.04, -0.26], [-0.26, -0.31, 0.27], [-0.34, -0.30, 0.45], [0.20, 0.09, -0.58], [-0.38, 0.97, -0.50], [0.28, 0.16, 0.27], [0.62, -0.48, 0.28], [-0.03, 0.01, -0.07], [-0.11, -0.10, 0.15], [0.00, 0.00, -0.03], [0.10, 0.33, 0.07], [0.14, -0.18, -0.03], [0.08, -0.35, -0.50]], "lowdin_charge": [1.00, 0.07, -0.04, 0.12, 0.10, -0.45, -0.01, -0.60, -0.49, -0.23, 0.02, 0.03, 0.02, 0.15, 0.15, 0.16], "relative_energy_kcal_mol": 59.1, "homo_energy_ev": -4.454, "fmax_ev_per_a": 1.2, "homo_lumo_gap_ev": 2.40}

---

Record 3
{"formula": "C11H17IrN2O4S3", "method": "ωB97M-V with the def2-TZVPD basis set", "species": ["Ir", "S", "S", "S", "O", "O", "O", "O", "N", "N", "C", "C", "C", "C", "C", "C", "C", "C", "C", "C", "C", "H", "H", "H", "H", "H", "H", "H", "H", "H", "H", "H", "H", "H", "H", "H", "H", "H"], "positions_angstrom": [[0.503, -0.836, -1.884], [-1.580, -0.908, -3.259], [-1.162, -1.826, -6.060], [1.014, -1.877, -4.038], [-1.800, -1.543, 1.190], [-0.957, 2.472, 3.092], [1.271, -2.685, -0.654], [0.994, 1.140, -1.027], [-0.408, -0.135, 0.069], [-1.377, 0.486, 2.109], [1.623, 2.245, 1.683], [-0.429, -4.349, -1.320], [-1.597, 3.266, -0.298], [-0.241, 3.382, 0.396], [0.224, 2.065, 1.057], [-1.234, -0.481, 1.123], [-0.753, 1.714, 2.181], [0.275, 0.996, 0.007], [-0.628, -1.607, -4.533], [0.302, -3.666, -0.182], [2.185, 0.975, 2.316], [3.158, 1.188, 2.758], [-1.882, 4.226, -0.723], [-0.292, 4.132, 1.183], [2.318, 0.179, 1.578], [0.833, -4.396, 0.430], [2.297, 2.606, 0.905], [1.967, -3.147, -1.139], [0.524, 3.685, -0.320], [1.527, 3.022, 2.441], [1.539, 0.604, 3.114], [-0.389, -3.115, 0.452], [0.272, -4.786, -2.036], [-1.056, -5.148, -0.927], [-1.078, -3.638, -1.835], [-2.378, 2.970, 0.405], [-1.568, 2.537, -1.113], [-2.014, 0.252, 2.860]], "forces_ev_per_a": [[-0.34, 0.11, -0.25], [0.24, -0.30, -0.07], [-0.27, -0.31, -0.63], [-0.13, 0.08, 0.48], [0.03, 0.03, -0.12], [-0.03, -0.11, -0.05], [-0.15, 0.34, -0.32], [0.32, -0.65, -0.94], [0.77, 0.09, -0.72], [-0.14, -0.25, -0.06], [0.11, -0.17, 0.01], [0.18, 0.23, 0.03], [0.12, 0.00, 0.10], [-0.15, -0.06, -0.09], [-0.05, 0.13, -0.02], [-0.13, 0.15, 0.37], [0.19, 0.18, -0.16], [-0.86, -0.20, 1.07], [0.52, 0.92, 1.35], [-0.35, -0.40, 0.14], [-0.06, 0.11, -0.03], [0.01, -0.07, -0.01], [-0.03, -0.02, -0.02], [0.07, -0.01, 0.03], [0.02, -0.02, 0.03], [0.13, 0.12, -0.01], [-0.03, 0.05, 0.00], [0.03, -0.05, -0.02], [0.03, 0.02, 0.03], [-0.02, 0.06, -0.05], [0.01, -0.02, 0.00], [0.07, 0.04, -0.02], [-0.05, -0.02, 0.01], [-0.01, 0.01, 0.02], [-0.01, -0.04, -0.07], [-0.02, 0.00, -0.03], [-0.04, 0.02, -0.02], [0.00, -0.01, 0.04]], "lowdin_charge": [1.22, 0.54, 0.91, 0.51, 0.10, 0.14, -0.21, -0.08, 0.07, 0.23, -0.15, -0.07, -0.06, -0.15, -0.31, -0.50, -0.41, -0.48, -1.70, -0.25, -0.06, 0.09, 0.09, 0.13, 0.07, 0.13, 0.13, 0.10, 0.13, 0.13, 0.09, 0.09, 0.08, 0.09, 0.05, 0.09, 0.07, 0.18], "multiplicity": 6, "relative_energy_kcal_mol": 9.6, "homo_energy_ev": [-11.956, -13.075], "fmax_ev_per_a": 1.7, "homo_lumo_gap_ev": [7.21, 5.76], "total_charge": 1}

---

Record 4
{"formula": "C9H21ClI2IrN2O2P", "method": "ωB97M-V with the def2-TZVPD basis set", "species": ["Ir", "I", "I", "Cl", "P", "O", "O", "N", "N", "C", "C", "C", "C", "C", "C", "C", "C", "C", "H", "H", "H", "H", "H", "H", "H", "H", "H", "H", "H", "H", "H", "H", "H", "H", "H", "H", "H", "H", "H"], "positions_angstrom": [[0.425, 0.034, -1.288], [-4.183, 1.294, 0.479], [-4.125, -1.262, 0.693], [2.783, 0.129, -1.508], [0.405, 0.013, -3.479], [-2.496, -0.145, -1.842], [0.288, 0.096, 0.900], [1.418, -0.088, 2.836], [-0.924, 0.245, 2.879], [1.575, -0.113, 4.259], [1.204, -1.515, -4.030], [2.619, -0.258, 1.988], [0.253, 0.065, 2.175], [-1.304, 0.098, 4.309], [1.156, 1.554, -4.067], [-1.177, -0.013, -4.524], [-2.132, 0.219, 2.042], [-1.378, -0.097, -1.567], [-1.807, 0.864, -4.318], [-1.775, -0.910, -4.314], [2.665, -0.204, 4.474], [2.199, -1.566, -3.594], [2.742, 0.592, 1.340], [2.163, 1.639, -3.670], [0.571, 2.389, -3.677], [1.243, 0.828, 4.708], [0.619, -2.350, -3.636], [-1.909, -0.808, 4.444], [1.254, -1.601, -5.119], [-0.442, 0.095, 4.951], [2.532, -1.148, 1.376], [-2.107, -0.731, 1.495], [-2.217, 1.106, 1.357], [-2.929, 0.295, 2.784], [-0.974, -0.010, -5.624], [-1.939, 0.957, 4.530], [1.094, -0.988, 4.712], [3.435, -0.340, 2.687], [1.176, 1.636, -5.159]], "forces_ev_per_a": [[0.29, -0.07, 0.29], [-2.29, 4.56, -1.49], [-1.80, -4.75, -0.51], [-0.58, -0.06, 0.61], [-0.03, 0.27, -3.64], [1.21, -0.04, 0.08], [-0.94, 0.05, 1.71], [-0.79, -0.06, -1.55], [-1.79, -0.25, -1.43], [1.42, -0.10, 1.03], [0.26, 0.15, 0.04], [-0.46, -0.06, 0.63], [2.06, 0.09, -0.08], [0.18, 0.21, -0.32], [0.29, -0.12, -0.14], [0.00, -0.02, 0.42], [3.51, 0.87, 3.07], [-2.17, -0.07, 0.67], [0.25, -0.21, 0.02], [0.22, 0.20, -0.01], [-0.94, 0.10, -0.10], [0.07, -0.04, -0.10], [0.13, 0.33, -0.19], [0.09, 0.02, -0.04], [-0.09, -0.04, 0.02], [0.12, -0.23, 0.04], [-0.04, 0.00, -0.05], [0.32, 0.06, -0.04], [-0.06, 0.14, 0.16], [-0.45, 0.00, 0.15], [0.06, -0.18, -0.04], [0.17, 0.43, -0.24], [0.95, -0.87, 0.38], [-0.17, -0.25, -0.54], [0.40, 0.00, 1.02], [0.12, 0.00, 0.21], [0.14, 0.23, -0.02], [0.41, -0.07, -0.20], [-0.07, -0.20, 0.18]], "lowdin_charge": [0.99, 0.76, 0.75, -0.01, 0.61, -0.04, -0.20, -0.09, -0.04, -0.04, -0.24, -0.01, -0.41, 0.00, -0.24, -0.21, -0.40, -0.45, 0.06, 0.05, 0.12, 0.02, 0.06, 0.01, 0.06, 0.11, 0.06, 0.12, 0.07, 0.05, 0.09, -0.06, -0.06, 0.04, 0.09, 0.11, 0.11, 0.09, 0.07], "multiplicity": 5, "relative_energy_kcal_mol": 40.6, "homo_energy_ev": [-14.259, -15.182], "fmax_ev_per_a": 5.3, "homo_lumo_gap_ev": [8.08, 4.56], "total_charge": 2}

---

Record 5
{"formula": "C5H10O", "method": "ωB97M-V with the def2-TZVPD basis set", "species": ["O", "C", "C", "C", "C", "C", "H", "H", "H", "H", "H", "H", "H", "H", "H", "H"], "positions_angstrom": [[0.206, 0.506, 0.455], [1.408, -0.246, 0.535], [-1.886, 0.037, -0.855], [-2.298, 0.261, 0.592], [2.453, 0.265, -0.442], [-0.940, -0.263, 0.258], [-1.683, 0.964, -1.382], [-2.974, -0.410, 1.121], [2.112, 0.158, -1.478], [3.378, -0.313, -0.317], [1.783, -0.179, 1.566], [-0.810, -1.322, 0.479], [2.677, 1.320, -0.260], [-2.240, -0.776, -1.489], [-2.394, 1.302, 0.894], [1.208, -1.306, 0.322]], "forces_ev_per_a": [[-0.05, 0.02, 0.00], [0.23, -0.15, 0.02], [0.10, 0.05, -0.30], [-0.07, 0.01, 0.24], [0.03, 0.06, -0.01], [-0.22, -0.28, 0.07], [0.00, -0.14, -0.03], [0.09, 0.12, -0.32], [0.03, 0.01, 0.20], [-0.14, 0.13, -0.05], [-0.01, -0.03, -0.17], [0.07, 0.15, 0.01], [-0.04, -0.14, -0.01], [-0.16, 0.22, 0.36], [0.14, -0.22, -0.10], [0.01, 0.19, 0.08]], "lowdin_charge": [-0.10, -0.27, -0.09, -0.09, -0.08, -0.37, 0.10, 0.10, 0.08, 0.08, 0.12, 0.14, 0.07, 0.10, 0.10, 0.11], "smiles": "CCOC1CC1", "relative_energy_kcal_mol": 38.6, "homo_energy_ev": -9.019, "fmax_ev_per_a": 0.4, "homo_lumo_gap_ev": 10.25}